Record 1
122
Properties=species:S:1:pos:R:3 method="wB97M-V/def2-TZVPD" orbital_gap_ev=4.511 e_above_lowest_kcal_mol=1.3
C 5.0154 1.0861 3.4593
C 3.7585 0.5756 2.6663
C 3.9745 -0.3321 1.4431
C 4.3088 -1.7902 1.9071
C 3.1607 -2.2415 2.8281
C 2.9078 -1.3667 4.0097
N 2.9174 -0.0028 3.7711
O 2.2925 0.8369 4.4823
C 3.9253 -1.6481 5.1661
C 1.4394 -1.8079 4.5168
C 3.0275 1.8479 2.0603
H 4.7851 1.8838 4.4330
H 5.5779 1.5456 2.7742
H 5.6440 0.3830 3.8533
H 4.7523 0.0280 0.8193
H 2.9595 -0.3255 0.9815
H 5.1324 -1.8078 2.4286
H 4.3517 -2.3921 0.8467
H 3.3008 -3.1967 2.8808
H 2.2756 -2.3829 2.1738
H 3.6859 -1.1921 6.1197
H 4.9901 -1.4060 5.0312
H 3.8415 -2.5633 5.3243
H 1.6057 -2.9534 4.7225
H 0.6086 -1.5425 3.7818
H 1.2809 -1.5585 5.4789
H 2.8542 2.5666 2.8709
H 2.1120 1.5483 1.7447
H 3.7159 2.4197 1.3434
C 0.1115 -0.1975 0.2549
O 0.7148 0.4421 -0.6726
O -0.3785 -1.3568 -0.2781
O -0.0228 0.1017 1.4443
H -0.2302 -1.6098 -1.2278
C -4.1146 -0.3380 -0.6052
C -5.4478 -0.7698 -1.0039
C -6.1932 0.1972 -1.7421
C -5.6104 1.4864 -2.3013
C -4.2013 1.9169 -1.5816
C -3.3979 0.8506 -0.9522
N -6.2430 2.4154 -3.2166
O -7.4312 2.2626 -3.3851
O -5.5716 3.2594 -3.7142
H -3.5444 -0.9824 -0.0281
H -5.9021 -1.8172 -0.6805
H -7.3348 0.0984 -2.2413
H -3.5739 2.9533 -1.6796
H -2.4470 1.0736 -0.6482
C -1.9717 3.2686 -4.7777
C -1.3558 2.5173 -3.6072
C -0.1006 3.0970 -2.8365
C 0.2378 4.5550 -3.1909
C -0.5337 5.3456 -4.1195
C -1.6179 4.6096 -4.9037
N 1.4514 5.2355 -2.4982
O 1.8257 6.3240 -2.9247
O 1.9827 4.5163 -1.7116
H -2.7511 2.8788 -5.2381
H -1.5325 1.5743 -3.4548
H 0.4490 2.5790 -2.2130
H -0.3210 6.3177 -4.5012
H -2.1563 5.1530 -5.6101
C -2.5552 -0.3258 3.6316
O -2.8695 -1.1011 4.5629
N -3.2448 0.7866 3.4181
C -3.0287 1.7922 2.3742
C -4.4034 1.1403 4.3294
H -1.7532 -0.4721 2.8618
H -2.2408 1.5623 1.5313
H -2.7497 2.7908 2.7198
H -3.9636 1.8886 1.8911
H -4.3986 2.2250 4.1737
H -4.4410 1.0762 5.4159
H -5.3192 0.8113 3.9489
C 3.9605 -4.1791 -3.1613
O 2.8816 -4.7991 -3.4997
N 4.0096 -2.9345 -2.5745
C 5.3770 -2.3912 -2.1701
C 2.8296 -2.0648 -2.3238
H 4.8805 -4.7141 -3.6656
H 5.5877 -1.7007 -3.0380
H 6.2492 -3.2220 -1.9167
H 5.3472 -1.8891 -1.1521
H 2.5685 -1.3686 -3.0268
H 2.8007 -1.2974 -1.3922
H 1.8527 -2.5214 -1.9860
C 0.4601 -6.4580 1.0667
O 0.2950 -6.9043 2.2050
N 0.0840 -5.2219 0.6462
C 0.6004 -4.8028 -0.6276
C -0.6993 -4.2119 1.3304
H 1.0111 -7.2211 0.3633
H 0.7419 -5.6583 -1.1250
H 1.5451 -4.4410 -0.2229
H -0.0015 -4.0266 -1.0736
H -0.2073 -3.2854 1.4199
H -0.9398 -4.1578 2.4469
H -1.4777 -4.0373 0.7251
C -0.1098 6.0063 1.6729
O 0.0918 6.2661 0.4596
N -0.1989 4.6939 2.0391
C -0.3127 4.2508 3.3847
C -0.1217 3.6500 1.0376
H -0.1780 6.6956 2.3027
H 0.0146 3.2135 3.4730
H -1.4848 4.1444 3.5862
H 0.1031 4.8821 3.9619
H 0.0272 2.6032 1.3782
H 0.6231 3.6684 0.3553
H -0.8444 3.7154 0.3963
C -1.0684 -2.2822 -4.8526
O -0.3116 -2.2173 -3.8701
N -2.3775 -2.0773 -5.0084
C -2.9373 -2.3023 -6.3409
C -3.1649 -1.4865 -3.9035
H -0.6575 -2.8969 -5.7519
H -3.8544 -1.8882 -6.1883
H -2.9991 -3.3398 -6.3587
H -2.1747 -1.9865 -7.0587
H -3.2816 -2.3643 -3.1224
H -4.1960 -1.0569 -4.1136
H -2.3647 -0.7269 -3.6568

=====

Record 2
130
Properties=species:S:1:pos:R:3 method="wB97M-V/def2-TZVPD" total_charge=+1 orbital_gap_ev=7.531
C 5.9740 -0.5859 3.7945
C 4.8569 -0.9487 2.8617
C 5.0651 -0.8124 1.5129
C 4.0719 -1.1283 0.6334
C 2.8866 -1.6296 1.1148
C 2.6719 -1.7727 2.4537
C 1.3907 -2.3686 2.9954
N 0.6710 -1.5099 3.9694
C -0.1059 -0.5321 3.5226
N -0.8165 0.2743 4.3209
C -1.9064 -0.1986 5.2320
C -2.8442 -1.2750 4.7536
C -4.0731 -0.7731 4.0239
C -4.9975 -1.9354 3.7876
O -4.3004 -3.0479 3.2130
C -4.7869 -3.4377 2.0123
O -5.8446 -3.9744 1.9033
N -0.1397 -0.3396 2.1319
C 0.7643 0.8281 1.8975
O -1.4611 0.0261 1.7474
C -1.4399 0.4686 0.3801
C -2.7578 0.1944 -0.3351
C -2.4852 -0.3781 -1.7232
O -3.5021 1.4048 -0.4024
C 0.8183 -1.7760 5.3814
F 0.9449 -0.6866 6.0968
F -0.2028 -2.5105 5.8072
F 1.8956 -2.5162 5.5882
C 3.6654 -1.4248 3.3320
H 5.9291 -1.1791 4.6985
H 6.9065 -0.8520 3.3160
H 5.9496 0.4699 4.0282
H 6.0228 -0.4543 1.1784
H 4.1845 -1.0524 -0.4313
H 2.0968 -1.9098 0.4374
H 1.6908 -3.2838 3.4847
H 0.7111 -2.6770 2.2186
H -1.0279 1.1347 3.8381
H -2.5054 0.6783 5.4413
H -1.4564 -0.4395 6.1814
H -2.3800 -2.0825 4.1963
H -3.2394 -1.7353 5.6562
H -3.8297 -0.2256 3.1217
H -4.5856 -0.0764 4.6816
H -5.8818 -1.6558 3.2268
H -5.3512 -2.2593 4.7609
H -4.1196 -3.2456 1.1673
H 1.5836 0.7866 2.6046
H 1.2185 0.7711 0.9254
H 0.2387 1.7643 2.0605
H -0.6488 0.0034 -0.1950
H -1.3249 1.5485 0.3131
H -3.3378 -0.5150 0.2557
H -1.7033 -1.1269 -1.6681
H -2.1752 0.4079 -2.4021
H -3.3464 -0.8751 -2.1377
H -4.4186 1.1723 -0.5610
H 3.5690 -1.5432 4.3967
Br -3.0205 -3.2034 -3.5172
C -4.9079 -3.6256 -3.2601
C -5.5341 -4.1035 -4.5404
Br -5.8839 -2.6325 -5.7644
H -5.3826 -2.7351 -2.8620
H -4.9296 -4.4083 -2.5128
H -6.5058 -4.5506 -4.3442
H -4.9132 -4.8126 -5.0769
Br -4.4672 -5.7825 -7.7602
C -5.3112 -4.4161 -8.8605
C -5.7888 -4.9898 -10.1664
Br -4.3151 -5.2861 -11.4009
H -4.5840 -3.6210 -8.9864
H -6.1479 -4.0479 -8.2746
H -6.4499 -4.2878 -10.6691
H -6.2946 -5.9418 -10.0469
Br -0.2199 2.7031 -2.5390
C -1.5513 4.0795 -2.1984
C -1.1036 5.0301 -1.1194
Br -1.2768 4.2137 0.6416
H -2.4750 3.5649 -1.9512
H -1.6703 4.6062 -3.1423
H -1.7442 5.9081 -1.0955
H -0.0707 5.3422 -1.2255
Br 0.6090 -8.7387 -7.1017
C -1.2699 -9.1930 -6.8870
C -1.8798 -9.6747 -8.1759
Br -2.2384 -8.2031 -9.3940
H -1.7631 -8.3094 -6.4957
H -1.2897 -9.9819 -6.1386
H -2.8477 -10.1337 -7.9876
H -1.2448 -10.3764 -8.7055
Br 3.8214 1.8698 1.0002
C 3.1389 3.6959 0.9013
C 2.5348 3.9738 -0.4438
Br 3.8888 4.2702 -1.8016
H 3.9604 4.3590 1.1483
H 2.3768 3.7630 1.6764
H 1.9567 4.8938 -0.4140
H 1.9083 3.1584 -0.7963
Br 3.5668 7.3528 0.4776
C 5.1081 7.6638 -0.6719
C 6.1095 8.5696 -0.0120
Br 5.5344 10.4270 -0.0518
H 4.7270 8.0594 -1.6071
H 5.5371 6.6793 -0.8451
H 7.0535 8.5518 -0.5528
H 6.2853 8.3159 1.0262
Br 8.0920 6.6472 2.3202
C 9.6286 6.9651 1.1671
C 10.6311 7.8734 1.8234
Br 10.0339 9.7227 1.7853
H 9.2459 7.3672 0.2351
H 10.0587 5.9829 0.9861
H 11.5707 7.8596 1.2764
H 10.8127 7.6189 2.8618
Br 1.6021 -0.4874 11.7401
C 1.2330 -1.0105 9.9074
C 2.4413 -1.6192 9.2473
Br 3.7440 -0.2646 8.7425
H 0.8773 -0.1237 9.3928
H 0.4289 -1.7406 9.9729
H 2.1611 -2.1089 8.3175
H 2.9574 -2.3281 9.8853
Br -3.9226 0.5631 -5.0059
C -4.7917 1.9332 -6.0816
C -5.2995 1.3701 -7.3817
Br -3.8578 1.0841 -8.6527
H -4.0697 2.7304 -6.2201
H -5.6191 2.2951 -5.4755
H -5.9732 2.0750 -7.8630
H -5.8020 0.4169 -7.2561